DFT (ωB97M-V/def2-TZVPD) results for a 2-piece molecular cluster, C24H14F7NO2S overall at a distorted geometry.

## Properties
energy	-2225.22720	hartree
HOMO-LUMO gap	0.04907	Ha
multiplicity	1
HOMO level	-5.479	eV

Each atom is followed by the atoms it is bonded to, with distances in Å.
Element x y z (Å)
1 S -2.72 -1.73 1.97  O9 1.508, O10 1.510, C14 1.845, C16 1.801
2 F 6.31 -0.01 -2.01  C27 1.355
3 F -5.80 0.05 -1.97  C34 1.355
4 F -5.19 -0.94 2.09  C14 1.336
5 F -3.65 0.65 2.10  C14 1.335
6 F -3.96 -0.59 3.90  C14 1.335
7 F -3.55 4.23 -2.04  C13 1.353
8 F 4.10 4.19 -2.01  C31 1.353
9 O -2.75 -3.15 2.49  S1 1.508
10 O -2.27 -1.61 0.54  S1 1.510
11 N 4.77 -3.65 2.56  C35 1.167
12 C -0.97 0.14 -1.86  C26 1.428, C33 1.378, H44 1.076
13 C -3.51 2.88 -1.99  F7 1.353, C15 1.384, C22 1.375
14 C -4.01 -0.55 2.56  S1 1.845, F4 1.336, F5 1.335, F6 1.335
15 C -4.68 2.14 -1.99  C13 1.384, C34 1.383, H48 1.074
16 C -1.38 -0.94 2.87  S1 1.801, C18 1.362, H46 1.071
17 C 2.73 0.80 -1.96  C21 1.430, C23 1.404, C29 1.403
18 C -0.13 -1.48 2.83  C16 1.362, C20 1.426, C30 1.426
19 C 5.21 2.09 -2.03  C27 1.385, C31 1.383, H41 1.074
20 C 0.12 -2.70 2.14  C18 1.426, C25 1.358, H42 1.078
21 C 1.47 0.13 -1.92  C17 1.430, C33 1.376, H38 1.076
22 C -2.30 2.23 -1.94  C13 1.375, C26 1.404, H37 1.073
23 C 3.94 0.07 -1.98  C17 1.404, C27 1.378, H49 1.074
24 C 2.45 -2.59 2.69  C25 1.400, C32 1.402, C35 1.380
25 C 1.37 -3.23 2.07  C20 1.358, C24 1.400, H45 1.078
26 C -2.22 0.83 -1.88  C12 1.428, C22 1.404, C28 1.403
27 C 5.16 0.71 -2.01  F2 1.355, C19 1.385, C23 1.378
28 C -3.43 0.11 -1.86  C26 1.403, C34 1.379, H40 1.074
29 C 2.83 2.20 -1.99  C17 1.403, C31 1.376, H39 1.072
30 C 0.98 -0.85 3.47  C18 1.426, C32 1.361, H43 1.076
31 C 4.05 2.84 -2.02  F8 1.353, C19 1.383, C29 1.376
32 C 2.23 -1.39 3.39  C24 1.402, C30 1.361, H36 1.078
33 C 0.26 0.77 -1.93  C12 1.378, C21 1.376, H47 1.074
34 C -4.64 0.76 -1.93  F3 1.355, C15 1.383, C28 1.379
35 C 3.71 -3.15 2.63  N11 1.167, C24 1.380
36 H 3.07 -0.89 3.85  C32 1.078
37 H -1.42 2.84 -1.95  C22 1.073
38 H 1.48 -0.95 -1.88  C21 1.076
39 H 1.95 2.82 -1.98  C29 1.072
40 H -3.42 -0.96 -1.78  C28 1.074
41 H 6.16 2.59 -2.06  C19 1.074
42 H -0.71 -3.20 1.68  C20 1.078
43 H 0.82 0.07 4.00  C30 1.076
44 H -0.99 -0.93 -1.77  C12 1.076
45 H 1.55 -4.15 1.54  C25 1.078
46 H -1.58 -0.04 3.42  C16 1.071
47 H 0.26 1.84 -2.03  C33 1.074
48 H -5.63 2.65 -2.03  C15 1.074
49 H 3.92 -1.00 -1.97  C23 1.074

Löwdin atomic charge list, values in e, 6 entries: S 0.84; F 0.09; F 0.09; F 0.14; F 0.13; F 0.15